Entry 1:
Below is 9 unconnected molecules or ions with the total composition C16H33BF4N5O3, with properties calculated with the ωB97M-V functional and the def2-TZVPD basis.

XYZ file:
```
62
Properties=species:S:1:pos:R:3
F -0.51 -1.28 -0.24
F 0.71 0.52 -0.51
F -0.45 0.17 1.41
F 1.28 -1.15 1.05
O 1.49 0.64 -3.05
O -1.07 4.49 0.49
O -3.07 0.58 1.37
N 2.61 1.01 5.26
N 6.50 0.59 -0.78
N 4.27 -3.87 -0.18
N -2.53 -2.32 4.65
N -2.85 -3.38 -4.74
C -1.85 -2.96 2.16
C 1.81 0.31 4.90
C 0.75 -0.68 4.48
C 1.51 1.71 -5.18
C -0.92 3.23 -0.20
C -3.36 1.70 2.08
C -3.20 1.24 3.69
C -2.20 -2.53 3.60
C -1.88 3.00 -1.34
C -2.09 -2.66 -4.29
C -1.19 -1.56 -3.61
C 5.47 0.29 -0.42
C 3.09 -3.96 -0.32
C 4.17 -0.15 0.01
C 1.69 -4.04 -0.72
C 1.22 1.87 -3.70
B 0.34 -0.40 0.46
H -2.24 -3.90 1.93
H -3.97 0.46 3.81
H -0.82 2.34 0.44
H -0.74 -1.89 -2.59
H -0.76 -3.10 1.89
H 3.41 0.47 -0.30
H -2.63 2.38 2.00
H 0.99 0.81 -5.60
H -0.41 -1.51 -4.16
H -0.06 0.00 3.90
H 1.01 -3.81 0.20
H 1.45 -3.22 -1.68
H 4.01 0.05 1.08
H 0.05 2.98 -0.49
H -1.64 -0.60 -3.57
H 0.17 2.32 -3.72
H 0.34 -1.31 5.38
H -2.08 0.44 1.28
H -4.22 2.15 1.99
H 1.18 0.81 -2.19
H -2.29 0.88 3.59
H 2.51 1.65 -5.45
H 3.80 -1.20 -0.34
H -2.25 -2.06 1.47
H -0.49 4.69 1.44
H 1.85 2.66 -3.31
H -2.88 3.09 -0.94
H -3.31 2.14 4.11
H -1.40 3.76 -2.03
H 1.37 -4.84 -1.03
H 1.09 2.44 -5.89
H 1.04 -1.47 3.81
H -1.78 1.99 -1.34
```

Properties
- HOMO-LUMO gap (eV) = 9.151
- HOMO level (hartree) = -0.2519
- E_LUMO (Ha) = 0.0844
- E (Ha) = -1553.2751
- net charge = -1



Entry 2:
Below is a molecular structure, C23H49N4P3RuSe, with properties calculated with the ωB97M-V functional and the def2-TZVPD basis.

XYZ file:
```
81
Properties=species:S:1:pos:R:3
Ru -0.51 0.63 -0.29
Se 2.90 -1.42 -1.48
P -1.96 1.96 0.93
P -0.93 0.84 -2.53
P 0.81 2.42 -0.34
N -1.35 -1.37 0.21
N -1.83 -3.07 1.94
N -3.36 -2.82 0.07
N -1.13 -3.79 -0.30
C 4.44 -1.86 -0.59
C -1.25 -1.77 1.66
C 0.55 0.77 3.79
C 6.79 -2.53 -0.62
C -3.05 2.91 -0.23
C -2.83 -1.48 -0.13
C 1.84 3.00 1.07
C -1.59 3.37 2.10
C 0.30 -0.06 -3.55
C 5.61 -2.36 1.49
C 4.45 -1.99 0.83
C -1.10 -4.08 1.16
C -2.48 0.13 -3.20
C 2.21 2.13 -1.48
C -0.97 2.48 -3.38
C 0.25 4.15 -0.77
C 5.64 -2.13 -1.30
C 1.05 -0.01 2.64
C -3.23 -3.15 1.50
C -0.59 -2.44 -0.54
C -2.54 -3.75 -0.74
C -3.24 1.23 2.06
C 6.78 -2.64 0.78
H -3.56 -4.19 1.65
H 2.63 1.12 -1.28
H 1.36 -1.03 2.96
H -2.54 3.79 -0.62
H 3.50 -1.81 1.34
H 2.49 3.80 0.68
H 2.48 2.21 1.46
H -2.99 -1.19 -1.17
H -3.32 0.42 -2.56
H -0.46 0.47 4.04
H -0.06 -4.12 1.50
H -3.85 -2.47 2.09
H 0.15 0.13 1.85
H -3.39 -0.79 0.52
H 1.88 0.36 1.94
H 1.93 2.19 -2.54
H -1.73 -1.00 2.28
H 1.32 0.32 -3.36
H -3.35 2.27 -1.06
H -3.72 2.03 2.64
H 0.46 -2.40 -0.23
H 0.31 -1.12 -3.26
H -1.03 3.02 2.97
H -1.61 3.16 -2.82
H 0.15 -0.02 -4.65
H -2.79 0.54 2.78
H -0.20 4.23 -1.76
H -1.04 4.20 1.66
H 0.85 1.81 3.86
H -2.54 3.78 2.45
H -0.46 4.54 -0.04
H 1.13 4.80 -0.75
H -0.67 -2.23 -1.61
H -1.60 -5.05 1.33
H -1.36 2.46 -4.40
H 1.24 3.42 1.89
H 5.63 -2.03 -2.38
H -0.20 -1.84 1.92
H 0.02 2.93 -3.43
H -2.96 -4.76 -0.66
H -4.02 0.71 1.49
H -2.56 -3.43 -1.78
H 7.67 -2.95 1.31
H -2.43 -0.97 -3.21
H -2.74 0.44 -4.22
H 5.59 -2.41 2.58
H 7.70 -2.74 -1.18
H 3.00 2.86 -1.27
H -3.95 3.23 0.32
```

Properties
- multiplicity = 5
- HOMO-LUMO gap (spin up / spin down) (eV) = 6.609 / 4.865
- ⟨S²⟩ = 6.0426
- HOMO level (spin up / spin down) (hartree) = -0.6914 / -0.7324
- E_LUMO (spin up / spin down) (Ha) = -0.4485 / -0.5536
- E (Ha) = -4643.4832
- net charge = +4



Entry 3:
Below is a molecular structure, C18H53Hg2O13S, with properties calculated with the ωB97M-V functional and the def2-TZVPD basis.

XYZ file:
```
87
Properties=species:S:1:pos:R:3
Hg 2.22 1.63 -4.32
Hg -1.29 -0.05 -3.57
S -2.20 -3.12 -2.64
O 1.71 -2.94 -3.52
O 4.34 1.00 -3.27
O -0.43 1.43 4.69
O -3.29 -0.99 -0.09
O -0.61 5.94 1.56
O 0.66 0.80 -2.72
O -1.99 -4.38 1.21
O -2.15 -3.91 -1.43
O -1.80 -1.71 -2.32
O -1.23 -3.68 -3.57
O -3.47 -3.08 -3.36
O 3.77 -0.98 3.16
O -2.60 1.03 -1.80
C -0.62 -4.23 1.46
C -3.15 2.35 -1.65
C -2.31 0.04 4.06
C 3.63 0.98 1.80
C -0.09 3.63 1.59
C 0.35 0.06 -0.36
C 3.07 -2.78 -1.61
C -0.83 0.36 3.87
C 4.67 1.25 -1.88
C 1.62 -2.93 -2.10
C -4.52 -1.69 0.16
C -4.03 2.80 -2.80
C 0.64 1.19 -1.36
C -0.50 4.79 2.45
C 3.35 -0.51 1.86
C -5.72 -0.88 -0.39
C -0.31 -2.82 1.95
C 6.08 1.90 -1.84
H -0.01 -4.54 0.61
H -2.54 -0.38 5.03
H 2.32 -0.85 1.81
H -1.14 6.65 1.92
H -5.52 0.18 -0.18
H 6.87 1.18 -2.08
H -2.71 -1.60 -0.58
H 0.53 1.41 4.75
H 0.20 0.48 0.64
H 0.86 3.82 1.09
H -2.69 -0.52 3.20
H -0.58 -0.42 -0.66
H 1.65 1.54 -1.09
H 4.73 -1.09 3.09
H 3.01 -2.81 -0.51
H 3.89 -1.00 1.04
H -1.44 4.77 3.00
H -0.60 0.55 2.81
H -4.46 -2.62 -0.41
H 3.15 1.46 0.94
H -0.30 -0.58 4.08
H -2.24 2.96 -1.63
H 0.02 2.07 -1.20
H -3.58 2.45 -0.65
H -6.66 -1.15 0.07
H 3.62 -1.89 -1.93
H -0.24 -2.11 1.12
H 0.06 2.71 2.17
H 4.67 0.27 -1.40
H -4.09 3.88 -2.72
H 4.68 1.26 1.70
H -2.16 -4.20 0.27
H 6.15 2.75 -2.51
H 1.27 -3.88 -1.70
H 6.28 2.22 -0.82
H 0.32 5.10 3.09
H -2.99 0.40 -1.15
H -0.95 -2.53 2.78
H -2.91 0.96 4.01
H -0.44 -4.90 2.31
H 0.98 -2.13 -1.72
H 3.93 1.97 -1.54
H 1.10 -0.72 -0.24
H -5.77 -1.06 -1.46
H 3.27 1.43 2.72
H -4.72 -1.88 1.21
H 2.40 -2.33 -3.80
H -5.06 2.43 -2.71
H 5.13 0.55 -3.61
H 3.54 -3.73 -1.87
H -0.86 3.42 0.84
H -3.65 2.45 -3.76
H 0.69 -2.85 2.41
```

Properties
- HOMO-LUMO gap (eV) = 2.436
- HOMO level (hartree) = -0.4130
- E_LUMO (Ha) = -0.3235
- E (Ha) = -2400.1359
- net charge = +1



- The highest E belongs to which entry?
  C16H33BF4N5O3